Formula: C13H17FN5O
Source: the OMol25 dataset
Level of theory: ωB97M-V with the def2-TZVPD basis set

Last column: Löwdin charge in e.
Positions of all 37 atoms, in Å:
F1 0.8852 -0.9572 -1.4189  0.077
O1 3.9215 1.0145 -3.1268  0.113
N1 0.4462 0.3096 -1.3813  0.151
N2 -3.8968 -3.4074 -1.2152  0.064
N3 2.3224 0.8599 -0.1378  0.074
N4 1.2729 1.4871 2.6294  0.025
N5 0.5253 2.4517 -0.6631  0.216
C1 -4.0757 -2.4635 -3.4114  -0.062
C2 -2.7844 -1.9723 -3.3278  -0.082
C3 3.4035 1.6580 -2.2589  -0.255
C4 -2.0576 -2.2138 -2.1705  -0.093
C5 -0.0063 0.1482 4.7112  -0.044
C6 0.7660 1.2748 4.9551  -0.043
C7 -4.5839 -3.1710 -2.3300  -0.136
C8 0.5343 0.3988 2.4258  -0.166
C9 -0.1288 -0.3099 3.4072  -0.043
C10 3.5855 1.3467 -0.7887  -0.093
C11 -2.6574 -2.9353 -1.1488  -0.158
C12 1.3876 1.9092 3.8899  -0.125
C13 1.1235 1.2183 -0.7170  -0.388
H1 -0.4319 0.4704 -1.8670  0.190
H2 0.8885 1.6591 5.9575  0.114
H3 1.9961 2.7911 4.0472  0.112
H4 -2.1172 -3.1507 -0.2323  0.103
H5 -1.0477 -1.8513 -2.0589  0.060
H6 0.4585 0.0894 1.3874  0.081
H7 -0.5005 -0.3665 5.5240  0.118
H8 4.3470 0.5743 -0.6708  0.133
H9 1.1417 3.1434 -0.2498  0.130
H10 -0.3567 2.4634 -0.1546  0.138
H11 2.7676 2.5310 -2.5088  0.129
H12 3.9382 2.2519 -0.2796  0.133
H13 -4.6795 -2.3065 -4.2939  0.107
H14 -2.3526 -1.4194 -4.1530  0.105
H15 2.2682 1.2301 0.8235  0.091
H16 -0.7114 -1.1866 3.1638  0.113
H17 -5.5913 -3.5695 -2.3573  0.110

Cartesian forces (eV/Å) of the 3 atoms listed first:
0.0 0.2 0.1
-0.1 0.1 0.2
0.3 0.3 0.0

## Properties
* LUMO level: -4.20 eV
* HOMO energy: -12.138 eV
* electronic energy: -25962.17215 eV
* net charge: +1
* F_max: 1.27 eV/A